This record from OMol25 describes a structure of composition C13H30FeN2O5SSi. The level of theory is ωB97M-V/def2-TZVPD.

Structure (XYZ):
```
53
Properties=species:S:1:pos:R:3:forces:R:3:lowdin_charge:R:1
C -1.221882 0.822876 -3.325948 0.00 0.00 0.01 -0.015
H 2.492108 2.748683 -1.068024 0.00 0.00 0.00 0.086
C 3.476791 -0.497948 -1.742385 -0.01 0.00 0.00 -0.019
H 0.503963 2.591012 0.561753 0.00 0.00 0.00 0.086
C -0.473268 -1.578976 -3.336379 0.00 0.00 0.00 -0.026
H -3.542101 -0.300576 -2.393149 0.00 0.00 0.00 0.090
H -2.677909 0.227066 2.230486 0.00 0.00 0.00 0.080
H -1.067812 3.335266 0.872063 0.00 0.00 0.00 0.111
Si 0.186213 -0.491146 -0.472812 -0.03 0.03 -0.01 -0.066
C 3.109093 0.589481 0.493839 -0.01 0.00 0.00 -0.022
H -3.011485 -1.993403 -2.415560 0.00 0.00 0.00 0.092
Fe 0.198249 -1.575295 2.089990 0.01 0.00 -0.03 0.784
H 3.185299 -0.489550 -2.792916 0.00 0.00 0.00 0.095
H 4.102228 2.190414 -1.542708 0.00 0.00 0.00 0.100
H 3.247976 -1.476909 -1.319148 0.00 0.00 0.00 0.067
S 0.838038 -2.438948 0.171344 0.01 -0.03 0.03 0.524
C -1.430383 -0.561620 -2.735764 -0.01 0.00 -0.02 -0.611
H -0.603717 -2.556249 -2.868689 0.00 0.00 0.00 0.091
C -0.945356 1.312705 1.532725 -0.01 0.00 -0.01 -0.567
C -0.444923 1.585500 2.935551 0.00 0.01 0.00 -0.005
O 0.745021 -1.725113 3.831446 0.01 -0.01 -0.02 -0.142
H 0.635007 1.735331 2.947291 0.00 0.00 0.00 0.100
O -0.237635 0.056705 1.099452 0.02 -0.01 0.00 -0.312
H -1.428108 0.805935 -4.396316 0.00 0.00 0.00 0.100
N -1.539745 -2.535256 2.893104 0.00 0.01 0.01 0.000
H -2.993361 1.893297 1.768364 0.00 0.00 0.00 0.108
C -2.871819 -1.013876 -2.873384 0.00 0.00 0.00 -0.020
C -2.428583 1.000571 1.499594 0.00 0.00 0.01 -0.003
H -2.734663 0.677567 0.505369 0.00 0.00 0.00 0.090
H -3.142289 -1.083561 -3.926872 0.00 0.00 0.00 0.099
H -1.900107 1.539954 -2.861149 0.00 0.00 0.00 0.092
H 4.167262 0.814089 0.625580 0.00 0.00 0.00 0.105
H -1.521398 -3.540760 2.722182 0.00 0.00 -0.01 0.132
H 2.535942 1.341893 1.038874 0.00 0.00 0.00 0.081
H 4.554968 -0.347293 -1.685463 0.00 0.00 0.00 0.101
H -0.194607 1.156525 -3.177042 0.00 0.00 0.00 0.082
H -0.699911 0.767939 3.615550 0.00 0.00 0.01 0.082
H 2.735037 1.980251 -2.645312 0.00 0.00 0.00 0.095
C 2.757835 0.605971 -0.986106 0.02 0.00 0.01 -0.613
C -0.137741 -2.011826 4.784561 -0.03 0.00 0.01 -0.654
H 0.565146 -1.259064 -3.219179 0.00 0.00 0.00 0.078
H -2.413069 -2.168747 2.523283 0.00 -0.01 0.01 0.120
H 2.927717 -0.395183 0.931893 0.01 0.00 0.00 0.065
H -0.666131 -1.686096 -4.403648 0.00 0.00 0.00 0.103
C -0.571174 2.415514 0.563293 0.00 -0.01 0.01 -0.003
N -1.443769 -2.221777 4.273501 0.01 0.00 0.00 0.023
H -0.895307 2.180311 -0.451304 0.00 0.00 0.00 0.086
H -2.044580 -2.752729 4.890180 0.00 0.00 0.00 0.154
H -0.919162 2.487282 3.322176 0.00 0.00 0.00 0.111
O 1.320666 0.399173 -1.151490 0.00 0.00 0.00 -0.130
O -1.190001 -0.471966 -1.290890 0.02 -0.01 0.02 -0.133
O 0.070518 -2.054218 5.956478 0.00 0.00 0.00 0.147
C 3.036918 1.966776 -1.598284 0.00 0.00 0.00 -0.013
```
Positions in Å, forces in eV/Å.

Properties
**Energy relative to the best compared isomer or geometry (same formula, charge and spin)**: 0.0 kcal per mole
**Multiplicity**: 6
**Total energy**: -2950.43821 Eh
**⟨S²⟩**: 8.7671
**Total charge**: +1
**Lowest unoccupied orbital energy (alpha / beta)**: -2.702 / -5.701 eV